Entry 1:
The following is a quantum chemistry calculation of a cluster of 4 separate species, C4H10O in total, from the OMol25 dataset.

Summary:
- max |F| (eV/A) = 0.337
- E_tot (Ha) = -233.496663
- Kohn-Sham gap (eV) = 10.42
- LUMO level (Ha) = 0.0429
- energy above the lowest of the compared OMol25 structures with the same formula, charge and spin (kcal/mol) = 93.1

ORCA input file:
```
! RIJCOSX wB97M-V def2-TZVPD def2/J DEFGRID3
* xyz 0 1
C -0.999 -1.019 1.502
C -0.729 -1.068 0.007
O -1.174 -0.157 -0.740
C 0.137 1.464 -1.141
C 1.411 1.144 -0.741
H -0.399 -1.752 2.050
H -2.060 -1.228 1.679
H -0.786 -0.015 1.885
H 0.742 -0.917 0.083
H -0.600 -2.079 -0.423
H -0.510 2.068 -0.518
H -0.180 1.331 -2.168
H 1.818 1.586 0.167
H 2.144 0.827 -1.481
H 1.184 -0.185 -0.163
*
```


Entry 2:
The following is a quantum chemistry calculation of an isolated molecule of C4H10O at a distorted geometry, from the OMol25 dataset.

Summary:
- max |F| (eV/A) = 1.211
- SMILES string = CCCCO
- E_tot (Ha) = -233.620654
- Kohn-Sham gap (eV) = 11.30
- LUMO level (Ha) = 0.0369
- energy above the lowest of the compared OMol25 structures with the same formula, charge and spin (kcal/mol) = 15.2

ORCA input file:
```
! RIJCOSX wB97M-V def2-TZVPD def2/J DEFGRID3
* xyz 0 1
C -2.190 0.040 -0.210
C -0.805 0.429 0.312
C 0.296 -0.573 0.010
C 1.635 0.128 0.073
O 2.649 -0.845 -0.055
H -2.250 -0.934 -0.710
H -3.022 0.126 0.496
H -2.297 0.806 -0.960
H -0.536 1.358 -0.231
H -0.825 0.708 1.370
H 0.154 -0.988 -0.997
H 0.297 -1.423 0.703
H 1.686 0.879 -0.735
H 1.708 0.681 1.026
H 3.498 -0.392 -0.093
*
```


Entry 3:
The following is a quantum chemistry calculation of a cluster of 2 separate species, C4H10O in total at a distorted geometry, from the OMol25 dataset.

Summary:
- max |F| (eV/A) = 5.600
- SMILES string = C/C=C/C.O
- E_tot (Ha) = -233.561312
- Kohn-Sham gap (eV) = 9.99
- LUMO level (Ha) = 0.0363
- energy above the lowest of the compared OMol25 structures with the same formula, charge and spin (kcal/mol) = 52.5

ORCA input file:
```
! RIJCOSX wB97M-V def2-TZVPD def2/J DEFGRID3
* xyz 0 1
C 0.126 -0.152 -0.598
C -1.178 -0.254 -0.375
C -1.864 0.940 0.308
C 0.996 -1.199 -1.051
H 0.561 0.836 -0.835
H -1.806 -1.226 -0.544
H -1.569 0.821 1.401
H -1.477 1.902 0.004
H -2.931 0.959 0.079
H 1.057 -1.258 -2.110
H 0.642 -2.306 -0.771
H 2.117 -1.220 -0.923
H 1.410 1.131 0.796
H 0.729 0.146 1.765
O 1.599 0.525 1.429
*
```


Entry 4:
The following is a quantum chemistry calculation of an isolated molecule of C4H10O, from the OMol25 dataset.

Summary:
- max |F| (eV/A) = 0.329
- SMILES string = CC(C)(C)O
- E_tot (Ha) = -233.639709
- Kohn-Sham gap (eV) = 11.10
- LUMO level (Ha) = 0.0344
- energy above the lowest of the compared OMol25 structures with the same formula, charge and spin (kcal/mol) = 3.3

ORCA input file:
```
! RIJCOSX wB97M-V def2-TZVPD def2/J DEFGRID3
* xyz 0 1
C 0.115 1.353 0.797
C -0.099 -0.051 0.212
C 1.256 -0.597 -0.256
C -1.087 -0.223 -0.964
O -0.606 -0.800 1.316
H 0.801 1.958 0.194
H -0.813 1.910 0.954
H 0.584 1.219 1.781
H 2.076 -0.293 0.401
H 1.234 -1.691 -0.301
H 1.467 -0.219 -1.262
H -0.724 0.219 -1.898
H -1.188 -1.303 -1.168
H -2.093 0.157 -0.759
H -0.923 -1.636 0.954
*
```


Entry 5:
The following is a quantum chemistry calculation of an isolated molecule of C4H10O, from the OMol25 dataset.

Summary:
- max |F| (eV/A) = 0.309
- SMILES string = CCCOC
- E_tot (Ha) = -233.620316
- Kohn-Sham gap (eV) = 10.98
- LUMO level (Ha) = 0.0430
- energy above the lowest of the compared OMol25 structures with the same formula, charge and spin (kcal/mol) = 15.5

ORCA input file:
```
! RIJCOSX wB97M-V def2-TZVPD def2/J DEFGRID3
* xyz 0 1
C 1.855 -0.247 1.355
C 1.228 0.002 -0.014
C -0.288 0.051 0.055
O -0.790 0.350 -1.225
C -2.182 0.210 -1.308
H 1.410 -1.124 1.842
H 2.932 -0.426 1.271
H 1.710 0.611 2.021
H 1.511 -0.789 -0.718
H 1.592 0.946 -0.436
H -0.623 0.811 0.785
H -0.676 -0.923 0.404
H -2.487 0.560 -2.297
H -2.491 -0.842 -1.191
H -2.701 0.809 -0.543
*
```


Entry 6:
The following is a quantum chemistry calculation of a cluster of 2 separate species, C4H10O in total at a distorted geometry, from the OMol25 dataset.

Summary:
- max |F| (eV/A) = 1.116
- SMILES string = C=CCC.O
- E_tot (Ha) = -233.608529
- Kohn-Sham gap (eV) = 10.77
- LUMO level (Ha) = 0.0323
- energy above the lowest of the compared OMol25 structures with the same formula, charge and spin (kcal/mol) = 22.9

ORCA input file:
```
! RIJCOSX wB97M-V def2-TZVPD def2/J DEFGRID3
* xyz 0 1
C 0.681 0.226 -2.213
C 0.710 -0.368 -0.818
C -0.558 -1.121 -0.514
C -1.416 -0.897 0.464
H -0.138 0.938 -2.282
H 1.586 0.732 -2.540
H 0.401 -0.515 -2.942
H 0.926 0.365 -0.030
H 1.561 -1.056 -0.716
H -0.661 -1.959 -1.202
H -2.246 -1.571 0.564
H -1.365 -0.063 1.154
H 0.981 2.159 2.520
H 0.409 0.905 1.998
O 0.229 1.566 2.680
*
```


Entry 7:
The following is a quantum chemistry calculation of an isolated molecule of C4H10O, from the OMol25 dataset.

Summary:
- max |F| (eV/A) = 0.379
- SMILES string = CC[C@@H](C)O
- E_tot (Ha) = -233.640015
- Kohn-Sham gap (eV) = 11.23
- LUMO level (Ha) = 0.0375
- energy above the lowest of the compared OMol25 structures with the same formula, charge and spin (kcal/mol) = 3.1

ORCA input file:
```
! RIJCOSX wB97M-V def2-TZVPD def2/J DEFGRID3
* xyz 0 1
C 1.937 0.176 -0.067
C 0.616 -0.587 -0.017
C -0.617 0.316 -0.114
C -1.905 -0.490 -0.123
O -0.703 1.201 0.996
H 1.973 0.954 0.705
H 2.086 0.654 -1.042
H 2.787 -0.491 0.110
H 0.582 -1.319 -0.835
H 0.544 -1.150 0.922
H -0.555 0.901 -1.048
H -1.936 -1.166 -0.984
H -1.979 -1.086 0.793
H -2.770 0.179 -0.166
H -0.061 1.909 0.870
*
```


Entry 8:
The following is a quantum chemistry calculation of a cluster of 2 separate species, C4H10O in total at a distorted geometry, from the OMol25 dataset.

Summary:
- max |F| (eV/A) = 2.502
- SMILES string = C=CCC.O
- E_tot (Ha) = -233.575712
- Kohn-Sham gap (eV) = 9.97
- LUMO level (Ha) = 0.0310
- energy above the lowest of the compared OMol25 structures with the same formula, charge and spin (kcal/mol) = 43.4

ORCA input file:
```
! RIJCOSX wB97M-V def2-TZVPD def2/J DEFGRID3
* xyz 0 1
C -0.044 -0.658 -0.430
C 1.166 0.165 0.135
C 1.719 -0.351 1.459
C 1.557 0.376 2.563
H -0.522 -1.258 0.340
H -0.715 0.043 -0.935
H 0.408 -1.358 -1.149
H 0.780 1.192 0.240
H 1.980 0.017 -0.575
H 1.824 -1.436 1.471
H 2.143 0.177 3.447
H 0.786 1.130 2.640
H -4.029 0.997 -2.887
H -2.465 0.701 -2.755
O -3.350 0.325 -2.800
*
```


Entry 9:
The following is a quantum chemistry calculation of a cluster of 2 separate species, C4H10O in total at a distorted geometry, from the OMol25 dataset.

Summary:
- max |F| (eV/A) = 4.243
- E_tot (Ha) = -233.498512
- Kohn-Sham gap (eV) = 9.85
- LUMO level (Ha) = 0.0406
- energy above the lowest of the compared OMol25 structures with the same formula, charge and spin (kcal/mol) = 91.9

ORCA input file:
```
! RIJCOSX wB97M-V def2-TZVPD def2/J DEFGRID3
* xyz 0 1
C -2.093 0.214 0.735
C -1.079 -0.372 -0.230
C 0.270 -0.003 0.271
O 1.306 -0.696 -0.379
C 2.590 -0.074 -0.410
H -1.879 1.227 1.099
H -2.882 0.420 -0.092
H -2.547 -0.456 1.471
H -1.436 0.022 -1.192
H -1.157 -1.465 -0.250
H -0.524 -0.062 1.625
H 0.530 1.053 0.335
H 3.289 -0.747 -0.925
H 2.575 0.883 -0.958
H 2.956 0.098 0.608
*
```


Entry 10:
The following is a quantum chemistry calculation of an isolated molecule of C4H10O2 at a distorted geometry, from the OMol25 dataset.

Summary:
- max |F| (eV/A) = 2.224
- SMILES string = CC[C@@H](O)CO
- E_tot (Ha) = -308.820953
- Kohn-Sham gap (eV) = 10.34
- LUMO level (Ha) = 0.0291
- energy above the lowest of the compared OMol25 structures with the same formula, charge and spin (kcal/mol) = 48.4

ORCA input file:
```
! RIJCOSX wB97M-V def2-TZVPD def2/J DEFGRID3
* xyz 0 1
C -2.131 -0.776 -0.027
C -1.209 0.384 0.384
C 0.241 0.058 -0.054
O 0.478 -0.189 -1.410
C 1.480 0.819 0.384
O 2.552 -0.272 -0.189
H -3.187 -0.574 0.193
H -2.026 -0.954 -1.100
H -1.862 -1.703 0.495
H -1.609 1.321 -0.020
H -1.227 0.484 1.483
H 0.473 -0.842 0.536
H 1.479 -0.433 -1.263
H 1.482 0.929 1.487
H 1.775 1.730 -0.126
H 3.291 0.020 -0.771
*
```


Entry 11:
The following is a quantum chemistry calculation of a cluster of 2 separate species, C4H10O2 in total, from the OMol25 dataset.

Summary:
- max |F| (eV/A) = 0.349
- SMILES string = C[C@@H]1CCO1.O
- E_tot (Ha) = -308.847719
- Kohn-Sham gap (eV) = 11.11
- LUMO level (Ha) = 0.0372
- energy above the lowest of the compared OMol25 structures with the same formula, charge and spin (kcal/mol) = 31.7

ORCA input file:
```
! RIJCOSX wB97M-V def2-TZVPD def2/J DEFGRID3
* xyz 0 1
C 0.901 0.428 -1.333
C 0.097 -0.368 -0.335
O 2.243 0.432 1.728
C -1.383 -0.635 -0.628
C -1.587 -0.252 0.838
O -0.279 0.348 0.876
H 1.912 0.617 -0.960
H 0.974 -0.156 -2.259
H 0.410 1.379 -1.563
H 0.645 -1.278 -0.052
H 2.261 1.382 1.563
H -1.673 -1.633 -0.960
H -1.785 0.126 -1.303
H -1.649 -1.115 1.515
H -2.374 0.466 1.086
H 1.287 0.259 1.787
*
```


Entry 12:
The following is a quantum chemistry calculation of an isolated molecule of C4H10O2, from the OMol25 dataset.

Summary:
- max |F| (eV/A) = 0.338
- SMILES string = CC(C)(O)CO
- E_tot (Ha) = -308.876542
- Kohn-Sham gap (eV) = 10.95
- LUMO level (Ha) = 0.0293
- energy above the lowest of the compared OMol25 structures with the same formula, charge and spin (kcal/mol) = 13.6

ORCA input file:
```
! RIJCOSX wB97M-V def2-TZVPD def2/J DEFGRID3
* xyz 0 1
C -0.360 0.520 -1.579
C -0.181 0.245 -0.085
C 1.260 0.599 0.347
O -1.122 1.057 0.603
C -0.505 -1.207 0.285
O -0.500 -1.336 1.699
H -1.178 -0.069 -2.008
H -0.605 1.578 -1.714
H 0.553 0.301 -2.140
H 1.992 0.215 -0.372
H 1.362 1.684 0.417
H 1.551 0.202 1.330
H -1.293 0.600 1.442
H -1.526 -1.451 -0.027
H 0.187 -1.916 -0.192
H 0.365 -1.021 1.994
*
```


Entry 13:
The following is a quantum chemistry calculation of a structure of composition C4H10O2, from the OMol25 dataset.

Summary:
- max |F| (eV/A) = 0.266
- E_tot (Ha) = -308.731449
- Kohn-Sham gap (eV) = 10.14
- LUMO level (Ha) = 0.0186
- energy above the lowest of the compared OMol25 structures with the same formula, charge and spin (kcal/mol) = 104.6

ORCA input file:
```
! RIJCOSX wB97M-V def2-TZVPD def2/J DEFGRID3
* xyz 0 1
C 2.146 -0.486 0.327
C 0.638 -0.718 0.295
C -0.107 0.420 -0.375
O 0.293 0.522 -1.719
C -1.620 0.201 -0.475
O -2.276 1.082 -1.218
H 2.662 -1.326 0.803
H 2.534 -0.372 -0.688
H 2.390 0.423 0.889
H 0.414 -1.644 -0.251
H 0.247 -0.835 1.316
H 0.070 1.365 0.167
H -0.381 1.091 -2.135
H -2.000 0.414 0.872
H -1.928 -0.861 -0.508
H -2.412 0.950 0.203
*
```


Entry 14:
The following is a quantum chemistry calculation of a cluster of 2 separate species, C4H10O2 in total at a distorted geometry, from the OMol25 dataset.

Summary:
- max |F| (eV/A) = 1.081
- SMILES string = C/C(O)=C/O.C
- E_tot (Ha) = -308.826682
- Kohn-Sham gap (eV) = 8.89
- LUMO level (Ha) = 0.0249
- energy above the lowest of the compared OMol25 structures with the same formula, charge and spin (kcal/mol) = 44.9

ORCA input file:
```
! RIJCOSX wB97M-V def2-TZVPD def2/J DEFGRID3
* xyz 0 1
C 2.115 -0.463 -0.124
C 0.898 0.364 0.099
O 0.900 1.323 1.123
C -0.005 0.579 -0.860
C -2.042 -0.878 0.184
O -0.876 1.601 -0.784
H 2.864 0.199 -0.564
H 1.906 -1.262 -0.841
H 2.540 -0.904 0.779
H -0.975 -0.694 0.350
H 0.574 0.946 1.953
H -0.166 -0.081 -1.706
H -2.212 -1.910 0.470
H -2.620 -0.182 0.793
H -2.349 -0.739 -0.861
H -0.552 2.102 -0.012
*
```


Entry 15:
The following is a quantum chemistry calculation of a structure of composition C4H10O2 at a distorted geometry, from the OMol25 dataset.

Summary:
- max |F| (eV/A) = 3.522
- E_tot (Ha) = -308.749659
- Kohn-Sham gap (eV) = 10.62
- LUMO level (Ha) = 0.0211
- energy above the lowest of the compared OMol25 structures with the same formula, charge and spin (kcal/mol) = 93.2

ORCA input file:
```
! RIJCOSX wB97M-V def2-TZVPD def2/J DEFGRID3
* xyz 0 1
C -1.556 -0.774 0.173
C -0.453 0.227 -0.174
C 0.608 -0.395 -1.043
O 1.703 0.388 -1.380
C 0.170 0.874 1.077
O 1.057 1.927 0.783
H -1.992 -1.228 -0.727
H -1.167 -1.584 0.806
H -2.364 -0.280 0.725
H -0.863 1.038 -0.799
H 0.228 -1.053 -1.842
H 1.088 -1.394 -0.188
H 1.932 -0.694 -0.793
H -0.628 1.283 1.711
H 0.654 0.057 1.656
H 1.584 1.608 0.013
*
```


Entry 16:
The following is a quantum chemistry calculation of an isolated molecule of C4H10O2, from the OMol25 dataset.

Summary:
- max |F| (eV/A) = 0.363
- SMILES string = COC[C@@H](C)O
- E_tot (Ha) = -308.862464
- Kohn-Sham gap (eV) = 11.16
- LUMO level (Ha) = 0.0368
- energy above the lowest of the compared OMol25 structures with the same formula, charge and spin (kcal/mol) = 22.4

ORCA input file:
```
! RIJCOSX wB97M-V def2-TZVPD def2/J DEFGRID3
* xyz 0 1
C 2.457 -0.576 -0.452
O 1.375 -0.219 0.370
C 0.218 0.118 -0.364
C -0.899 0.325 0.646
C -2.223 0.662 -0.020
O -1.066 -0.864 1.394
H 2.223 -1.463 -1.062
H 2.735 0.247 -1.128
H 3.304 -0.803 0.199
H -0.055 -0.706 -1.045
H 0.389 1.025 -0.969
H -0.602 1.151 1.313
H -3.037 0.496 0.691
H -2.403 0.029 -0.896
H -2.246 1.710 -0.333
H -0.172 -1.132 1.654
*
```